Version 1
Molecular formula: CH2BrO3P
Method: DFT, ωB97M-V with the def2-TZVPD basis set

Cartesian coordinates (Å):
O -1.47 -2.06 -1.34
P -1.65 -1.48 0.08
O -2.05 -2.49 1.16
O -2.36 -0.17 0.13
C 0.21 -0.80 0.67
Br 1.78 -1.34 -0.26
H 0.19 0.28 0.47
H 0.25 -1.08 1.69

Summary:
LUMO: 5.73 eV
structure (SMILES): O=P([O-])([O-])CBr
charge: -2
spin multiplicity: 1
HOMO energy: 0.73 eV
Kohn-Sham gap: 4.99 eV

***

Version 2
Molecular formula: CH2BrO3P
Method: DFT, ωB97M-V with the def2-TZVPD basis set

Cartesian coordinates (Å):
O -1.87 0.32 -2.43
P -0.65 0.97 -1.85
O -0.77 2.45 -1.52
O 0.65 0.46 -2.45
C -0.65 0.13 0.04
Br -1.08 1.28 1.55
H -1.44 -0.57 0.28
H 0.19 -0.41 0.17

Summary:
LUMO: 5.80 eV
structure (SMILES): O=P([O-])([O-])CBr
charge: -2
spin multiplicity: 1
HOMO energy: 0.67 eV
Kohn-Sham gap: 5.13 eV

***

Stability, lowest: version 2

***

Version 1
Molecular formula: CH2N4O2
Method: DFT, ωB97M-V with the def2-TZVPD basis set

Cartesian coordinates (Å):
O -0.37 2.15 -0.07
C 0.20 1.08 -0.16
N 1.59 0.84 -0.18
N 1.77 -0.41 -0.21
N 0.59 -1.12 -0.11
N -0.39 -0.20 -0.11
O -1.73 -0.52 -0.31
H 0.59 -1.69 0.72
H -2.23 -0.14 0.44

Summary:
LUMO: -0.33 eV
structure (SMILES): O=c1nn[nH]n1O
charge: 0
spin multiplicity: 1
HOMO energy: -9.82 eV
Kohn-Sham gap: 9.50 eV

***

Version 2
Molecular formula: CH2N4O2
Method: DFT, ωB97M-V with the def2-TZVPD basis set

Cartesian coordinates (Å):
O -1.36 0.15 1.37
N -0.36 -0.71 0.79
N -0.48 -0.75 -0.49
C 0.57 -0.27 -1.20
N 1.15 0.80 -0.65
N 1.04 1.10 0.48
O 0.86 -0.22 1.28
H -2.07 0.39 0.74
H 0.65 -0.49 -2.33

Summary:
LUMO: -1.01 eV
structure (SMILES): ON1N=CN=NO1
charge: 0
spin multiplicity: 1
HOMO energy: -9.78 eV
Kohn-Sham gap: 8.77 eV

***

Stability, lowest: version 2

***

Version 1
Molecular formula: C18H47BF3InN5O7S2
Method: DFT, ωB97M-V with the def2-TZVPD basis set

Cartesian coordinates (Å):
C 0.26 4.36 -2.97
N -0.63 4.61 -4.12
C -0.65 6.03 -4.51
B -1.92 3.97 -4.08
O -3.02 4.75 -4.35
In -2.10 1.72 -3.63
S -1.04 1.05 -1.49
C -4.13 0.93 -3.68
C -4.74 1.16 -5.10
C -5.83 2.18 -4.98
N -5.44 3.52 -5.36
O -6.93 1.97 -4.50
S -0.95 0.54 -5.63
O -1.45 -0.80 -5.92
O -1.00 1.50 -6.74
C 0.92 0.30 -5.41
F 1.36 -0.81 -6.02
F 1.23 0.20 -4.10
F 1.60 1.33 -5.91
H 0.97 3.56 -3.20
H 0.84 5.26 -2.76
H -0.27 4.06 -2.07
H -1.20 6.67 -3.81
H 0.38 6.39 -4.59
H -1.10 6.12 -5.50
H -3.77 4.21 -4.67
H 0.20 1.54 -1.57
H -4.12 -0.15 -3.46
H -4.76 1.38 -2.91
H -3.98 1.54 -5.79
H -5.17 0.23 -5.50
H -5.56 3.64 -6.36
H -6.09 4.15 -4.91
C -0.45 -1.54 4.10
C -0.88 -1.36 2.65
C 0.25 -0.95 1.70
O 0.62 0.41 1.80
C 1.53 0.75 2.82
N -2.02 -0.44 2.59
H -0.32 -0.58 4.60
H -1.22 -2.09 4.65
H 0.48 -2.10 4.17
H -1.24 -2.34 2.29
H -0.11 -1.07 0.68
H 1.13 -1.59 1.82
H 2.25 -0.06 2.99
H 1.02 0.98 3.76
H 2.07 1.64 2.49
H -2.37 -0.40 1.64
H -1.66 0.50 2.75
C 7.57 1.80 2.15
C 6.14 2.29 1.98
C 5.48 2.74 3.30
O 5.07 1.69 4.14
C 6.08 1.12 4.96
N 5.36 1.27 1.28
H 7.60 0.79 2.57
H 8.06 1.76 1.18
H 8.15 2.46 2.80
H 6.17 3.18 1.34
H 4.57 3.29 3.05
H 6.14 3.43 3.84
H 6.80 1.88 5.27
H 6.61 0.31 4.45
H 5.59 0.71 5.84
H 4.44 1.63 1.03
H 5.18 0.51 1.92
C -3.10 -7.64 2.92
C -1.92 -7.01 3.65
C -1.87 -5.48 3.55
O -1.42 -4.99 2.31
C -2.40 -4.90 1.29
N -0.68 -7.65 3.20
H -2.94 -7.66 1.84
H -3.24 -8.67 3.25
H -4.03 -7.10 3.11
H -2.03 -7.24 4.72
H -1.14 -5.12 4.29
H -2.84 -5.04 3.81
H -3.38 -4.65 1.71
H -2.48 -5.83 0.72
H -2.10 -4.11 0.61
H 0.09 -7.33 3.77
H -0.48 -7.31 2.26

Summary:
LUMO: 2.15 eV
charge: -1
spin multiplicity: 1
HOMO energy: -5.02 eV
Kohn-Sham gap: 7.16 eV

***

Version 2
Molecular formula: C18H47BF3InN5O7S2
Method: DFT, ωB97M-V with the def2-TZVPD basis set

Cartesian coordinates (Å):
C -2.95 -4.17 -1.34
N -3.97 -4.16 -2.43
C -4.45 -5.53 -2.80
B -3.47 -3.41 -3.65
O -3.30 -4.12 -4.89
In -3.08 -1.17 -3.37
S -1.49 -0.90 -1.47
C -2.30 -0.12 -5.19
C -3.39 0.00 -6.40
C -2.77 -0.75 -7.66
N -3.36 -2.05 -8.07
O -1.79 -0.25 -8.28
S -5.32 -0.13 -2.78
O -5.50 1.27 -3.31
O -6.36 -1.01 -3.48
C -5.72 -0.29 -0.94
F -6.55 0.77 -0.51
F -4.58 -0.36 -0.12
F -6.47 -1.47 -0.70
H -3.26 -3.36 -0.59
H -2.89 -5.15 -0.77
H -1.95 -3.84 -1.77
H -3.64 -6.15 -3.29
H -4.79 -6.02 -1.81
H -5.40 -5.43 -3.43
H -3.60 -3.48 -5.58
H -1.92 -1.57 -0.33
H -2.09 0.97 -4.88
H -1.29 -0.52 -5.56
H -4.38 -0.45 -6.07
H -3.50 1.10 -6.69
H -4.03 -1.85 -8.84
H -2.58 -2.56 -8.50
C 3.98 1.21 1.07
C 2.73 1.27 0.19
C 1.45 0.80 0.91
O 1.34 -0.61 1.03
C 2.06 -1.16 2.12
N 2.98 0.51 -1.04
H 4.36 0.19 1.19
H 4.78 1.80 0.63
H 3.78 1.62 2.07
H 2.58 2.33 -0.08
H 0.59 1.10 0.30
H 1.32 1.29 1.88
H 2.07 -0.49 2.99
H 3.07 -1.41 1.82
H 1.57 -2.09 2.42
H 2.18 0.64 -1.66
H 2.93 -0.48 -0.80
C -0.13 -3.02 7.70
C 0.02 -3.31 6.21
C 1.43 -3.78 5.81
O 2.40 -2.73 5.75
C 2.95 -2.37 7.01
N -0.39 -2.12 5.45
H 0.32 -2.07 7.99
H -1.19 -2.96 7.97
H 0.32 -3.82 8.30
H -0.67 -4.12 5.97
H 1.38 -4.18 4.80
H 1.78 -4.59 6.46
H 3.05 -3.23 7.68
H 2.35 -1.59 7.48
H 3.95 -1.96 6.83
H -0.39 -2.35 4.46
H 0.35 -1.43 5.55
C 4.13 7.83 -0.70
C 4.40 6.96 0.53
C 4.21 5.46 0.27
O 2.85 5.04 0.23
C 2.21 5.25 -1.02
N 3.56 7.44 1.64
H 3.06 7.95 -0.90
H 4.53 8.84 -0.55
H 4.60 7.41 -1.59
H 5.45 7.12 0.80
H 4.65 4.91 1.11
H 4.74 5.13 -0.63
H 2.89 5.13 -1.87
H 1.75 6.25 -1.05
H 1.40 4.52 -1.12
H 3.82 6.92 2.48
H 2.61 7.13 1.45

Summary:
LUMO: 2.10 eV
charge: -1
spin multiplicity: 1
HOMO energy: -5.12 eV
Kohn-Sham gap: 7.22 eV

***

Stability, lowest: version 2

***

Version 1
Molecular formula: C11H14N2O
Method: DFT, ωB97M-V with the def2-TZVPD basis set

Cartesian coordinates (Å):
C 1.36 1.69 0.02
C -0.18 -2.46 -0.93
C 0.35 0.81 0.35
C -0.72 -1.37 -0.31
C 2.36 1.18 -0.73
C 1.21 -2.07 -1.31
C 3.49 1.13 -1.36
C 1.39 3.12 0.36
C -0.82 -3.73 -1.39
C -0.71 1.25 1.33
C -2.01 -1.33 0.40
N 0.28 -0.41 -0.14
N 1.40 -0.85 -0.69
O 2.01 -2.65 -2.00
H 3.61 0.73 -2.26
H 4.42 1.31 -0.98
H 1.41 3.26 1.45
H 0.44 3.58 0.17
H 2.23 3.59 -0.04
H -0.26 -4.66 -1.08
H -0.84 -3.82 -2.52
H -1.88 -3.66 -1.13
H -0.42 2.20 1.78
H -0.85 0.62 2.22
H -1.71 1.48 0.92
H -1.87 -1.35 1.50
H -2.46 -2.20 0.09
H -2.58 -0.47 0.06

Summary:
LUMO: -0.57 eV
charge: 0
spin multiplicity: 1
HOMO energy: -7.70 eV
Kohn-Sham gap: 7.13 eV

***

Version 2
Molecular formula: C11H14N2O
Method: DFT, ωB97M-V with the def2-TZVPD basis set

Cartesian coordinates (Å):
C 1.17 -0.59 3.10
C 1.01 -1.35 1.84
C 1.54 -0.69 0.67
C 1.35 -1.32 -0.59
C 0.50 -2.40 -0.61
O 0.20 -2.83 -1.90
C 0.03 -3.08 0.49
C 0.36 -2.62 1.72
H 2.02 -0.75 3.76
H 0.19 -0.63 3.73
H 1.12 0.52 2.98
H 2.12 0.16 0.82
H 1.80 -0.97 -1.46
H -0.22 -3.70 -1.77
H -0.44 -3.99 0.56
H 0.09 -3.18 2.58
C -2.91 2.44 -0.93
C -1.46 2.37 -1.19
C -0.85 2.07 -2.41
N 0.51 1.96 -1.96
C 0.72 2.49 -0.64
N -0.50 2.70 -0.12
H -3.68 2.37 -1.78
H -3.23 3.40 -0.33
H -3.14 1.56 -0.16
H -1.11 1.54 -3.31
H 1.17 1.90 -2.69
H 1.63 2.61 -0.40

Summary:
LUMO: 0.82 eV
structure (SMILES): Cc1ccc(O)cc1.Cc1c[nH]cn1
charge: 0
spin multiplicity: 1
HOMO energy: -8.23 eV
Kohn-Sham gap: 9.05 eV

***

Version 3
Molecular formula: C11H14N2O
Method: DFT, ωB97M-V with the def2-TZVPD basis set

Cartesian coordinates (Å):
C 1.42 -2.06 -0.88
C 0.43 -1.05 -1.35
C 0.46 0.02 -2.31
N -0.62 0.78 -1.95
C -1.38 0.25 -0.92
C -2.59 0.80 -0.39
C -3.13 0.07 0.53
C -2.52 -1.14 0.99
C -1.34 -1.64 0.61
C -0.78 -0.99 -0.54
H 1.61 -1.90 0.14
H 2.43 -1.78 -1.40
H 1.16 -3.07 -1.17
H 1.11 0.11 -3.15
H -0.89 1.87 -2.39
H -3.04 1.69 -0.63
H -4.07 0.54 1.15
H -2.92 -1.52 1.95
H -0.79 -2.48 0.95
C 2.71 1.13 0.78
C 1.27 1.51 0.84
N 0.77 1.19 2.06
O 0.65 2.20 0.09
H 2.75 0.04 0.58
H 3.27 1.61 1.64
H 3.18 1.63 -0.07
H -0.24 1.51 2.12
H 1.07 0.67 2.73

Summary:
LUMO: 0.87 eV
structure (SMILES): Cc1c[nH]c2ccccc12.CC(N)=O
charge: 0
spin multiplicity: 1
HOMO energy: -7.57 eV
Kohn-Sham gap: 8.44 eV

***

Stability, lowest: version 1

***

Version 1
Molecular formula: C2H15NO4
Method: DFT, ωB97M-V with the def2-TZVPD basis set

Cartesian coordinates (Å):
C -0.55 -2.11 2.30
N -1.21 -2.11 1.00
C -1.62 -3.42 0.51
H -1.05 -1.38 2.94
H -0.58 -3.08 2.81
H 0.50 -1.83 2.23
H -0.56 -1.76 0.30
H -2.22 -3.33 -0.40
H -2.30 -3.88 1.23
H -0.81 -4.10 0.22
O 2.20 0.35 0.90
H 2.93 0.76 1.38
H 1.96 0.95 0.18
O 2.30 2.16 -2.67
H 2.12 1.21 -2.67
H 1.64 2.42 -2.00
O -0.23 3.09 -1.73
H -0.93 3.32 -2.36
H -0.59 3.17 -0.83
O -1.36 1.09 0.20
H -1.32 1.21 -0.75
H -1.16 0.17 0.42

Summary:
LUMO: 0.40 eV
structure (SMILES): CNC.O.O.O.O
charge: 0
spin multiplicity: 1
HOMO energy: -9.08 eV
Kohn-Sham gap: 9.48 eV

***

Version 2
Molecular formula: C2H15NO4
Method: DFT, ωB97M-V with the def2-TZVPD basis set

Cartesian coordinates (Å):
C -0.60 0.51 1.18
C -1.70 -0.53 0.80
N -1.32 -1.22 -0.39
H 0.43 0.12 1.24
H -0.47 1.31 0.58
H -0.72 0.89 2.22
H -1.97 -1.23 1.59
H -2.66 0.18 0.65
H -1.98 -1.92 -0.77
H -1.21 -0.44 -1.24
O -0.50 -3.94 1.35
H -0.26 -3.02 1.18
H -0.24 -4.24 0.51
O 3.40 2.17 0.00
H 3.40 1.27 0.01
H 3.40 2.45 -1.01
O -0.30 3.02 -1.59
H -1.14 3.18 -1.05
H 0.18 3.78 -1.27
O 1.74 -0.98 -1.20
H 0.82 -1.20 -1.12
H 1.70 -0.16 -1.66

Summary:
LUMO: 0.33 eV
structure (SMILES): CCN.O.O.O.O
charge: 0
spin multiplicity: 1
HOMO energy: -9.80 eV
Kohn-Sham gap: 10.13 eV

***

Stability, lowest: version 2

***

Version 1
Molecular formula: C2H15NO4
Method: DFT, ωB97M-V with the def2-TZVPD basis set

Cartesian coordinates (Å):
C -1.94 -1.64 2.12
N -0.84 -1.73 1.04
C -1.29 -2.69 -0.06
H -2.91 -1.89 1.79
H -1.83 -2.21 3.02
H -1.98 -0.56 2.49
H -0.03 -2.19 1.47
H -0.72 -2.56 -1.10
H -2.31 -2.46 -0.26
H -0.96 -3.79 0.10
O 2.65 -1.07 0.78
H 1.90 -0.44 0.81
H 2.89 -1.16 -0.14
O 2.62 2.64 -0.86
H 1.88 2.04 -0.77
H 3.32 2.49 -1.51
O -1.79 2.93 -2.03
H -2.31 2.15 -2.10
H -0.82 2.59 -1.74
O 0.23 1.05 -0.54
H -0.34 0.11 -0.56
H -0.22 1.57 0.08

Summary:
LUMO: 0.27 eV
structure (SMILES): CNC.O.O.O.O
charge: 0
spin multiplicity: 1
HOMO energy: -9.86 eV
Kohn-Sham gap: 10.13 eV

***

Version 2
Molecular formula: C2H15NO4
Method: DFT, ωB97M-V with the def2-TZVPD basis set

Cartesian coordinates (Å):
C 0.60 0.14 3.45
C 0.62 0.95 2.17
N 0.94 0.43 0.83
H 0.46 0.73 4.39
H -0.17 -0.58 3.61
H 1.56 -0.37 3.64
H -0.38 1.57 1.95
H 1.33 1.88 2.34
H 0.39 -0.54 0.73
H 0.44 0.95 0.16
O 5.07 -1.59 1.75
H 4.17 -1.34 1.54
H 5.20 -1.65 2.65
O -2.16 -0.95 -4.46
H -2.20 -0.01 -4.72
H -1.51 -1.42 -4.87
O -1.93 -0.75 -1.75
H -1.81 -0.75 -2.76
H -2.51 -1.60 -1.54
O -2.44 1.57 -3.46
H -3.44 1.33 -3.01
H -2.23 2.00 -2.64

Summary:
LUMO: 0.47 eV
structure (SMILES): CCN.O.O.O.O
charge: 0
spin multiplicity: 1
HOMO energy: -9.04 eV
Kohn-Sham gap: 9.51 eV

***

Stability, lowest: version 2